1.
ORCA calculation (the ωB97M-V functional and the def2-TZVPD basis) on a molecular structure, C5H6N2S at a distorted geometry.

Cartesian coordinates (Å):
C -1.301 0.001 -0.057
C -0.091 -0.759 -0.026
C 1.785 0.891 0.393
C 2.657 -0.201 0.133
C -0.477 1.154 -0.315
H -0.013 -1.088 1.126
H -0.022 -1.526 -0.584
H 1.410 0.936 1.536
H 2.369 1.840 0.020
H -0.912 2.058 -0.969
H -0.372 1.819 0.715
N 0.693 0.421 -0.399
N 3.391 -1.086 -0.183
S -2.905 -0.369 0.091

Its lowest unoccupied orbital energy is -0.68 eV. The HOMO energy is -9.04 eV. Its molar mass is 126.18 u. The calculation puts the HOMO-LUMO gap at 8.4 eV. As for the total energy: -19093.072 eV.

=====

2.
ORCA calculation (the ωB97M-V functional and the def2-TZVPD basis) on C5H6N2S in the gas phase at a distorted geometry.

Cartesian coordinates (Å):
C -0.091 2.014 0.110
C 0.222 0.437 -0.019
C 1.474 0.217 -0.178
N 2.076 -0.946 -0.187
N 1.205 -1.961 0.029
C -0.169 -1.902 0.153
C -0.674 -0.661 -0.212
S -2.519 -0.513 -0.100
H 0.928 2.484 0.449
H -0.838 2.060 0.891
H -0.370 2.519 -0.852
H 2.214 0.938 -0.303
H -0.820 -2.841 0.746
H -2.639 -1.846 -0.527

Its lowest unoccupied orbital energy is 0.08 eV. The HOMO energy is -9.01 eV. Its molar mass is 126.18 u. The calculation puts the HOMO-LUMO gap at 9.1 eV. As for the total energy: -19093.965 eV.

=====

3.
ORCA calculation (the ωB97M-V functional and the def2-TZVPD basis) on a gas-phase ion, C5H6N3S (charge +1) at a distorted geometry.

Cartesian coordinates (Å):
C -2.874 0.253 0.551
C -2.164 -0.419 -0.358
C -0.728 -0.009 -0.720
S 0.262 -1.220 0.180
C 1.759 -0.448 0.644
N 1.851 1.020 0.525
N 2.808 1.373 -0.109
C 3.472 0.195 -0.355
N 3.002 -0.897 -0.098
H -3.942 -0.028 0.398
H -2.408 1.076 1.088
H -2.410 -1.114 -1.076
H -0.326 0.899 -0.453
H -0.409 0.005 -1.824
H 2.106 -0.687 1.606

Its lowest unoccupied orbital energy (alpha / beta) is -8.69 / -6.11 eV. The HOMO energy (alpha / beta) is -14.35 / -14.80 eV. As for the charge: +1. Its molar mass is 140.19 u. The calculation puts the HOMO-LUMO gap (alpha / beta) at 5.7 / 8.7 eV. As for the total energy: -20572.507 eV.

=====

4.
ORCA calculation (the ωB97M-V functional and the def2-TZVPD basis) on 2 unconnected molecules or ions with the total composition C5H6N4O2 at a distorted geometry.

Cartesian coordinates (Å):
C 2.049 0.399 -1.480
C 0.694 0.419 -1.646
C 1.246 0.196 0.464
C -1.217 0.190 1.525
C -1.126 0.250 0.101
N 2.383 0.265 -0.165
N -0.204 0.086 2.321
N 0.161 0.300 -0.391
N 1.017 0.081 1.796
O -1.535 -1.899 -0.439
O -2.147 0.680 -0.628
H 2.818 0.476 -2.221
H 0.098 0.502 -2.530
H -2.195 0.201 1.979
H 1.792 0.001 2.439
H -1.688 -2.390 0.367
H -2.145 0.243 -1.492

Its lowest unoccupied orbital energy (alpha / beta) is -0.66 / -0.66 eV. The HOMO energy (alpha / beta) is -8.21 / -8.21 eV. Its molar mass is 154.13 u. The calculation puts the HOMO-LUMO gap (alpha / beta) at 7.5 / 7.5 eV. As for the total energy: -15334.539 eV.

=====

5.
ORCA calculation (the ωB97M-V functional and the def2-TZVPD basis) on C5H6N4OS in the gas phase at a distorted geometry.

Cartesian coordinates (Å):
H -0.113 2.125 0.164
N -0.071 1.110 0.249
C -1.203 0.553 0.069
O -2.289 1.283 -0.255
C -3.282 0.385 -0.405
N -2.977 -0.837 -0.061
C -1.644 -0.817 0.201
C -0.810 -1.881 0.459
N 0.420 -1.686 0.095
N 1.261 -0.745 0.106
S 2.420 -0.688 -1.000
C 3.296 0.580 -0.088
H -4.303 0.782 -0.685
H -1.103 -2.872 0.685
H 4.451 0.646 -0.310
H 3.173 0.424 0.936
H 2.774 1.636 -0.163

Its lowest unoccupied orbital energy (alpha / beta) is -0.40 / -0.40 eV. The HOMO energy (alpha / beta) is -7.29 / -7.29 eV. Its molar mass is 170.20 u. The calculation puts the HOMO-LUMO gap (alpha / beta) at 6.9 / 6.9 eV. As for the total energy: -24120.869 eV.

=====

6.
ORCA calculation (the ωB97M-V functional and the def2-TZVPD basis) on a gas-phase ion, C5H6NO (charge +1) at a distorted geometry.

Cartesian coordinates (Å):
C 1.458 -1.106 -0.497
N 0.549 -1.115 -1.266
C -0.694 -0.600 -1.457
C -1.290 0.437 -0.787
C -0.717 0.846 0.453
C 0.578 0.713 0.858
O 0.929 0.478 2.118
H 2.435 -1.366 -0.162
H -1.271 -1.211 -2.219
H -2.259 0.870 -1.032
H -1.510 1.088 1.224
H 1.457 1.065 0.169
H 0.337 -0.100 2.597

Its lowest unoccupied orbital energy is -5.58 eV. The HOMO energy is -13.48 eV. As for the charge: +1. Its molar mass is 96.11 u. The calculation puts the HOMO-LUMO gap at 7.9 eV. As for the total energy: -8808.602 eV.